# C28H21N5O2SW

A molecular structure, C28H21N5O2SW (ωB97M-V/def2-TZVPD, the OMol25 dataset).

Last column: Mulliken spin population.
CARTESIAN COORDINATES (ANGSTROEM)
W 0.40223 -0.04585 0.39533  1.748
O 1.97726 2.52806 0.12019  0.009
S 0.58074 2.45352 -0.21711  -0.006
O -0.25334 1.95696 0.92369  0.021
N 0.41092 1.10674 -1.20272  -0.046
C 1.44218 0.73526 -2.10900  -0.041
C 2.00458 1.54434 -3.06099  0.001
C 3.01588 1.04420 -3.90234  -0.006
C 3.44236 -0.24968 -3.80274  0.007
C 2.90392 -1.10332 -2.81330  -0.006
C 3.31120 -2.44027 -2.61598  0.041
C 2.75840 -3.17395 -1.59456  -0.010
C 1.83107 -2.58250 -0.73943  0.023
N 1.43349 -1.31949 -0.87320  -0.021
C 1.92546 -0.59008 -1.94049  0.080
C -0.23283 3.82808 -0.94196  0.005
C 0.33546 5.08045 -1.10806  -0.002
C -0.43212 6.05999 -1.71775  0.000
C -1.72190 5.77667 -2.14780  0.001
C -2.27546 4.51195 -1.97344  -0.001
C -1.52852 3.52160 -1.36498  -0.003
H 1.66042 2.56409 -3.18204  0.001
H 3.44632 1.69541 -4.65056  0.000
H 4.20153 -0.63482 -4.47111  0.000
H 4.05060 -2.87503 -3.27661  0.000
H 3.05004 -4.20017 -1.42423  0.001
H 1.38219 -3.13198 0.07802  0.004
H 1.33816 5.29486 -0.76146  0.000
H -0.02155 7.04963 -1.85978  0.000
H -2.30964 6.55230 -2.62023  0.000
H -3.27921 4.29866 -2.31238  0.000
H -1.93085 2.53072 -1.20310  0.003
N -8.48347 -4.35578 1.87724  0.010
C -7.44636 -3.92711 1.63292  -0.003
C -6.15424 -3.38070 1.34831  0.021
C -6.04836 -2.08761 0.83121  -0.011
C -4.80373 -1.54394 0.60028  0.026
C -3.64713 -2.28890 0.87361  0.005
C -3.76245 -3.59746 1.35910  0.026
C -5.00825 -4.13716 1.59922  -0.011
C -2.37950 -1.68909 0.68899  0.159
C -1.28800 -1.14702 0.55288  -0.120
H -6.94366 -1.52015 0.61977  0.000
H -4.70765 -0.54220 0.20409  0.000
H -2.87016 -4.17976 1.54496  -0.001
H -5.10368 -5.14563 1.97631  0.000
C 4.51143 -0.79739 4.22867  -0.001
N 3.22100 -0.69318 3.55575  0.018
C 1.99491 -0.80971 4.16408  -0.008
C 1.06069 -0.63232 3.19911  0.022
N 1.71872 -0.41937 1.99383  0.054
C 3.02259 -0.46137 2.25872  0.022
H 4.34260 -0.90508 5.29543  0.000
H 5.10270 0.09906 4.05683  0.001
H 5.06330 -1.66528 3.87436  0.001
H 1.88954 -1.00022 5.21809  0.000
H -0.01409 -0.63603 3.27586  -0.010
H 3.81426 -0.32292 1.54051  -0.001

Cartesian forces, eV/Å:
-1.82 -1.93 1.13
-0.17 0.83 -0.29
0.21 0.78 -0.23
-0.08 -0.18 -0.27
0.17 0.38 0.52
0.54 -0.03 -0.44
-0.33 -0.08 0.15
0.12 -0.09 -0.15
0.03 0.04 -0.10
-0.15 -0.01 0.16
-0.14 0.04 0.09
0.15 -0.09 -0.12
-0.24 0.16 0.15
0.62 -0.37 -0.79
0.04 0.22 -0.15
0.01 -0.59 0.05
0.31 0.02 0.13
-0.02 0.03 -0.03
-0.02 0.01 0.01
0.11 -0.05 0.04
-0.04 0.08 0.03
-0.01 0.00 0.00
-0.02 0.01 0.01
-0.01 0.01 0.01
0.02 -0.01 0.02
-0.05 -0.01 -0.01
0.08 -0.03 0.04
0.01 -0.05 -0.01
0.02 0.00 0.02
0.02 0.01 -0.01
-0.01 0.02 0.01
-0.08 0.01 -0.07
0.06 0.02 -0.03
-0.24 -0.11 0.04
0.29 0.14 -0.07
-0.07 -0.09 0.01
0.17 0.04 -0.01
-0.40 -0.08 0.07
0.16 0.06 -0.07
-0.10 -0.03 -0.01
0.27 0.01 -0.07
0.90 0.72 -0.05
0.00 0.00 0.02
-0.04 0.01 0.04
-0.02 0.00 0.03
-0.01 0.01 0.02
0.39 -0.02 0.10
-0.15 0.02 -0.17
-0.17 -0.01 -0.03
0.10 0.00 0.27
-0.36 0.20 0.12
0.13 -0.04 -0.10
-0.06 0.02 -0.01
-0.07 0.03 -0.02
-0.08 -0.02 -0.04
0.03 0.00 -0.01
-0.01 -0.01 0.02
0.00 0.03 0.01

Output
<S²>: 2.0258
Spin multiplicity: 3
Gap between HOMO and LUMO (spin up / spin down), Ha: 0.236 / 0.245
Charge: +2
E_LUMO (spin up / spin down), eV: -7.00 / -7.09
HOMO level (spin up / spin down), eV: -13.43 / -13.76
Energy relative to the best compared isomer or geometry (same formula, charge and spin), kcal per mole: 6.67